Record 1
ORCA calculation (wB97M-V/def2-TZVPD) on a molecular structure, C32H33FeN2O3.

Properties
- spin multiplicity = 5
- net charge = +1
- calculated total energy (eV) = -77218.25099
- max |F| (eV Å⁻¹) = 5.19
- E_LUMO (alpha / beta) (eV) = -2.940 / -5.121

XYZ file:
```
71
Properties=species:S:1:pos:R:3:forces:R:3:lowdin_charge:R:1
C -5.299 -3.729 -0.394 -0.113 -0.224 -0.096 -0.041
C -4.502 -2.550 0.072 0.038 0.261 0.050 -0.250
C -3.884 -2.569 1.324 0.071 0.360 -0.011 0.015
C -3.114 -1.489 1.764 -0.096 -0.224 -0.283 -0.193
C -2.490 -1.504 3.123 0.191 -0.339 0.450 -0.031
C -2.963 -0.389 0.916 -0.582 -0.754 -0.016 -0.152
N -2.103 0.669 1.327 0.419 0.712 0.357 0.050
C -0.972 1.065 0.649 -0.774 0.789 0.576 -0.200
C -0.468 0.458 -0.497 -1.785 2.235 0.595 0.082
N -0.590 2.257 1.224 -0.721 -0.260 0.325 0.054
C 0.333 3.155 0.600 0.721 0.296 -0.521 -0.144
C -0.154 4.285 -0.074 0.315 -0.277 -0.166 -0.185
C -1.610 4.626 -0.078 -0.402 0.366 -0.220 -0.025
C 0.748 5.032 -0.836 -0.221 -0.248 0.350 0.009
C 2.098 4.690 -0.908 0.017 -0.278 0.023 -0.250
C 3.020 5.495 -1.773 0.217 0.152 -0.148 -0.042
C 2.557 3.566 -0.211 -0.391 0.134 -0.037 0.018
C 1.678 2.782 0.543 -0.113 0.317 -0.068 -0.201
C 2.160 1.569 1.271 0.475 -0.212 0.212 -0.018
C -1.468 2.567 2.255 1.011 0.261 -0.273 0.014
C -2.371 1.575 2.343 -0.484 -0.644 -0.506 0.021
C -3.669 -0.290 -0.290 0.009 -0.229 -0.070 -0.196
C -3.657 0.964 -1.114 -0.175 0.226 -0.496 -0.025
C -4.406 -1.401 -0.720 0.246 0.104 0.403 0.017
H -5.394 -3.717 -1.484 -0.037 -0.092 0.163 0.083
H -4.819 -4.664 -0.088 -0.127 0.132 -0.095 0.088
H -6.309 -3.716 0.036 0.196 0.013 -0.084 0.096
H -4.006 -3.436 1.980 0.072 0.257 -0.249 0.131
H -1.449 -1.155 3.124 -0.236 -0.040 -0.024 0.088
H -3.058 -0.884 3.832 0.172 -0.146 -0.180 0.091
H -2.502 -2.529 3.509 0.056 0.262 0.018 0.089
H 0.220 1.076 -1.091 -0.501 -0.539 0.353 0.120
H -1.196 -0.255 -0.894 0.740 0.288 0.061 0.087
H -1.752 5.528 -0.682 -0.107 -0.188 0.162 0.089
H -2.215 3.829 -0.537 0.139 0.126 0.191 0.083
H -2.014 4.833 0.922 0.108 -0.076 -0.254 0.082
H 0.372 5.879 -1.415 0.136 -0.174 0.233 0.130
H 4.058 5.176 -1.638 -0.146 0.117 -0.062 0.081
H 2.760 5.375 -2.834 0.061 0.006 0.237 0.093
H 2.949 6.567 -1.544 0.036 -0.257 -0.020 0.092
H 3.607 3.274 -0.275 -0.263 0.128 0.057 0.126
H 3.252 1.607 1.337 -0.201 -0.139 0.044 0.092
H 1.763 1.520 2.294 0.051 -0.020 -0.233 0.095
H 1.891 0.641 0.751 0.053 0.110 0.114 0.070
H -1.355 3.469 2.841 0.032 -0.208 -0.108 0.149
H -3.212 1.443 3.008 0.146 0.033 -0.145 0.147
H -4.361 0.846 -1.948 0.201 0.119 0.217 0.091
H -3.966 1.857 -0.549 0.144 -0.320 -0.040 0.093
H -2.671 1.164 -1.554 -0.224 0.062 0.082 0.073
H -4.916 -1.363 -1.687 0.131 0.017 0.358 0.128
O 5.901 -6.664 0.064 -1.100 2.698 -0.917 0.110
C 5.381 -5.640 -0.163 1.682 -4.781 1.139 -0.175
Fe 4.537 -4.118 -0.096 -1.266 1.899 -2.312 0.175
C 4.024 -4.253 1.571 0.252 -1.271 3.710 -0.182
O 3.890 -4.534 2.693 -0.149 0.843 -2.111 0.118
C 6.088 -3.270 0.186 3.053 1.288 1.644 -0.150
O 7.125 -2.957 0.607 -2.128 -0.481 -1.178 0.110
C 0.879 -1.042 -1.572 1.117 -2.662 -1.465 -0.174
C 2.090 -0.915 -2.319 1.139 -1.081 -0.748 -0.048
C 3.074 -1.876 -2.552 0.049 2.781 -0.575 -0.076
C 3.217 -3.198 -2.103 -0.710 -2.336 2.243 -0.078
C 2.609 -3.719 -0.928 0.355 0.703 -2.645 -0.204
C 1.746 -2.917 -0.097 -1.021 0.327 0.885 -0.068
C 0.853 -1.914 -0.446 0.333 -0.452 -0.030 -0.068
H 0.001 -0.823 -2.191 0.477 0.168 0.696 0.114
H 2.201 0.010 -2.906 -0.074 -0.460 0.081 0.115
H 3.826 -1.570 -3.290 -0.226 -0.026 0.284 0.112
H 3.802 -3.891 -2.727 -0.344 0.339 0.228 0.122
H 2.516 -4.823 -0.850 0.225 0.535 0.193 0.134
H 1.662 -3.296 0.924 -0.347 0.011 -0.264 0.098
H 0.029 -1.785 0.266 0.182 -0.037 -0.091 0.103
```
Forces are in eV/Å.


Record 2
ORCA calculation (wB97M-V/def2-TZVPD) on a molecular structure, C25H36HoN2OP2.

Properties
- spin multiplicity = 5
- net charge = +1
- calculated total energy (eV) = -75901.32179
- max |F| (eV Å⁻¹) = 8.41
- E_LUMO (alpha / beta) (eV) = -3.049 / -3.021

XYZ file:
```
67
Properties=species:S:1:pos:R:3:forces:R:3:lowdin_charge:R:1
C -1.446 3.267 -3.713 0.089 -0.787 0.168 -0.028
C -1.222 1.921 -3.467 0.217 0.814 -0.138 -0.227
C 0.083 1.376 -3.744 0.460 0.021 -0.209 -0.189
C 1.143 2.242 -4.221 -0.146 -0.573 0.146 -0.124
C 0.851 3.622 -4.464 -0.599 0.292 0.126 -0.022
C -0.416 4.113 -4.223 0.672 -0.113 -0.166 -0.058
C 2.414 1.669 -4.402 -0.245 -0.157 0.155 0.071
C 2.635 0.312 -4.100 -0.595 -0.010 0.115 -0.126
C 1.496 -0.462 -3.649 0.134 0.478 -0.251 -0.192
C 1.662 -1.848 -3.293 0.909 0.052 -0.058 -0.228
C 2.923 -2.415 -3.399 -0.741 0.265 0.094 -0.027
C 4.043 -1.660 -3.860 0.090 0.652 -0.199 -0.062
C 3.910 -0.329 -4.203 0.094 -0.641 0.177 -0.022
H -2.432 3.696 -3.503 0.370 -0.166 -0.089 0.119
H 1.649 4.278 -4.829 -0.340 -0.257 0.135 0.120
H -0.639 5.169 -4.407 0.107 -0.456 0.070 0.112
H 3.244 2.288 -4.763 -0.306 -0.229 0.136 0.134
H 3.067 -3.466 -3.122 -0.058 0.384 -0.124 0.118
H 5.020 -2.148 -3.932 -0.414 0.215 0.016 0.111
H 4.773 0.254 -4.542 -0.343 -0.258 0.123 0.120
N 0.270 0.067 -3.513 0.358 0.246 -0.010 0.117
Ho 0.000 0.000 0.000 1.969 -1.968 4.488 0.658
C -2.243 1.017 -2.841 -0.175 -0.188 0.146 -0.268
H -2.157 0.000 -3.257 -0.116 0.381 0.079 0.085
H -3.266 1.402 -2.998 0.378 -0.156 0.086 0.100
C 0.467 -2.574 -2.757 -0.240 -0.140 0.183 -0.267
H -0.438 -2.262 -3.303 0.320 -0.180 0.180 0.089
H 0.590 -3.668 -2.835 -0.056 0.409 0.063 0.100
P -2.001 0.845 -0.977 -5.955 2.819 -2.878 0.732
P 0.125 -2.175 -0.937 0.241 -7.561 -3.684 0.799
C 1.445 -3.223 -0.158 0.097 -0.016 0.166 -0.237
H 1.296 -3.232 0.935 0.112 -0.141 -0.493 0.039
H 1.436 -4.260 -0.540 -0.124 0.487 0.067 0.065
H 2.425 -2.761 -0.363 -0.375 -0.194 0.107 0.057
C -1.357 -3.282 -0.707 -0.082 0.078 0.127 -0.248
H -1.149 -4.322 -1.017 -0.027 0.469 0.134 0.059
H -1.656 -3.276 0.355 0.035 -0.091 -0.379 0.045
H -2.197 -2.891 -1.305 0.313 -0.185 0.224 0.033
C -2.409 2.566 -0.437 0.031 0.050 0.102 -0.274
H -3.353 2.927 -0.883 0.358 -0.234 0.118 0.057
H -2.484 2.574 0.663 0.055 0.052 -0.440 0.039
H -1.577 3.227 -0.726 -0.306 -0.259 0.159 0.048
C -3.580 -0.039 -0.546 0.065 -0.079 0.060 -0.250
H -3.644 -0.151 0.550 -0.090 0.026 -0.383 0.043
H -4.467 0.514 -0.904 0.416 -0.213 0.158 0.059
H -3.573 -1.044 -0.997 -0.071 0.356 0.168 0.029
H 0.804 0.668 -1.152 3.381 2.614 -4.269 -0.141
H -0.066 1.472 0.737 -0.756 4.658 2.707 -0.150
O 1.552 -0.845 1.274 1.312 -0.089 -0.236 -0.162
C 1.224 -0.972 2.451 -0.938 -0.224 1.082 -0.457
C 2.233 -1.472 3.448 0.439 -0.060 0.201 -0.085
C 2.511 -0.447 4.555 0.299 0.036 0.677 -0.183
C 1.404 -0.343 5.612 0.187 0.344 0.342 -0.212
C 0.042 0.154 5.123 -0.193 -0.010 0.673 -0.185
C -0.626 -0.788 4.124 -0.803 0.302 0.780 -0.174
N -0.059 -0.668 2.798 0.540 -0.653 -0.229 0.057
H 1.913 -2.441 3.886 0.011 0.507 -0.209 0.144
H 3.186 -1.646 2.902 -0.858 0.030 0.109 0.141
H 3.417 -0.789 5.100 -0.396 0.307 -0.497 0.126
H 2.737 0.548 4.114 -0.122 -0.578 0.219 0.136
H 1.269 -1.337 6.094 0.099 0.521 -0.208 0.124
H 1.752 0.363 6.398 -0.165 -0.527 -0.362 0.123
H -0.612 0.195 6.023 0.274 0.116 -0.585 0.124
H 0.104 1.183 4.705 -0.044 -0.624 0.163 0.133
H -0.597 -1.841 4.480 0.030 0.557 -0.208 0.137
H -1.695 -0.490 4.056 0.665 -0.360 -0.131 0.135
H -0.706 -0.348 2.063 0.547 -0.161 1.211 0.062
```
Forces are in eV/Å.


Record 3
ORCA calculation (wB97M-V/def2-TZVPD) on a molecular structure, C27H37NNiO5SSi.

Properties
- spin multiplicity = 3
- calculated total energy (eV) = -100078.24120
- max |F| (eV Å⁻¹) = 2.73
- E_LUMO (alpha / beta) (eV) = 0.510 / 0.305
- energy above the lowest of the compared OMol25 structures with the same formula, charge and spin (eV) = 1.208

XYZ file:
```
73
Properties=species:S:1:pos:R:3:forces:R:3:lowdin_charge:R:1
Ni 0.729 -0.830 0.764 0.013 0.331 0.100 0.456
C 2.214 -2.439 2.997 -0.440 -0.049 1.677 -0.152
C 1.322 -3.385 2.203 0.372 0.116 -1.047 -0.141
O 0.209 -2.720 1.614 1.444 0.121 -0.308 -0.191
C -1.031 -2.935 2.177 -1.947 -0.625 -0.445 -0.198
C -1.163 -2.453 3.625 0.247 2.328 -1.402 -0.095
O -0.777 -1.036 3.727 0.111 -1.266 0.625 -0.148
C -1.442 -0.105 2.927 -1.146 0.959 0.347 -0.185
C -0.627 1.191 2.894 1.143 -0.552 1.733 -0.141
O 0.549 1.024 2.143 1.496 -0.554 -1.306 -0.188
C 1.861 1.206 2.681 -0.611 -0.635 0.419 -0.129
C 2.316 -0.062 3.428 -1.193 0.217 -1.165 -0.133
O 2.088 -1.123 2.483 0.941 -0.283 -0.144 -0.188
H 3.262 -2.866 3.028 -0.901 0.808 -0.116 0.149
H 1.804 -2.420 4.059 0.685 0.052 -0.959 0.134
H 0.957 -4.143 2.862 -0.125 -0.740 0.449 0.121
H 1.895 -3.870 1.393 -0.393 0.293 0.177 0.120
H -1.262 -4.003 2.125 0.040 -0.296 0.352 0.132
H -1.758 -2.528 1.421 0.522 0.156 1.044 0.150
H -0.391 -2.915 4.204 0.105 -0.548 0.603 0.104
H -2.164 -2.608 4.038 0.094 -0.132 -0.064 0.133
H -2.522 0.070 3.285 1.396 -0.053 -0.395 0.158
H -1.476 -0.424 1.894 -0.209 -0.217 -0.499 0.096
H -0.306 1.571 3.877 -0.475 -0.444 0.192 0.141
H -1.094 1.998 2.426 -1.564 1.077 -0.796 0.101
H 1.922 2.099 3.323 -0.044 -0.213 -0.125 0.137
H 2.536 1.325 1.815 -0.427 0.125 0.278 0.138
H 1.743 -0.315 4.315 -0.186 0.311 0.238 0.123
H 3.347 0.079 3.663 0.985 -0.288 0.237 0.120
C -1.062 9.011 0.061 -1.035 -1.138 1.275 -0.075
C -1.156 7.510 -0.335 0.323 0.755 0.291 -0.700
O -1.526 7.182 -1.424 0.029 -0.371 0.281 0.035
S -0.535 6.373 0.985 -0.265 0.127 -0.839 0.946
C -0.531 4.766 0.219 -0.429 -0.780 -0.254 -0.568
C -1.709 3.991 0.123 0.118 -0.676 -0.780 -0.113
C -1.693 2.721 -0.462 0.929 -0.258 1.026 -0.046
C -0.465 2.054 -0.818 0.533 1.064 0.096 -0.264
C 0.726 2.898 -0.809 -0.852 0.292 0.296 -0.029
C 0.667 4.189 -0.285 -0.089 0.382 -0.285 -0.112
C -0.375 0.704 -1.102 -0.048 0.932 -0.106 -0.043
C -0.033 -0.535 -1.060 -0.653 -0.647 -0.320 -0.197
H -1.983 9.540 -0.192 -0.318 -0.423 0.214 0.078
H -0.380 9.465 -0.608 1.308 0.357 -0.312 0.060
H -0.847 9.145 1.152 0.108 0.028 -1.096 0.074
H -2.685 4.340 0.437 0.167 0.362 0.163 0.101
H -2.567 2.085 -0.444 -0.322 0.234 -0.134 0.101
H 1.641 2.458 -1.202 -0.041 0.275 0.175 0.104
H 1.511 4.891 -0.294 0.015 -0.704 -0.024 0.098
C 0.757 -0.298 -4.539 -0.490 -0.013 0.056 -0.163
Si -0.712 -1.113 -3.710 -0.629 0.714 0.233 0.487
C -2.203 0.069 -3.567 -0.479 0.432 0.685 -0.162
C -0.989 -2.626 -4.745 1.809 -1.236 0.095 -0.176
N -0.346 -1.548 -2.045 0.508 0.794 0.380 -0.121
C 0.299 -2.748 -1.809 -0.117 -2.427 0.657 -0.321
C 1.649 -2.833 -1.463 0.679 0.619 -1.149 -0.056
C 2.251 -4.069 -1.266 0.220 -0.435 0.110 -0.107
C 1.510 -5.251 -1.316 1.219 -0.303 0.582 -0.121
C 0.173 -5.201 -1.590 -0.459 -0.953 -1.312 -0.119
C -0.397 -3.993 -1.869 -0.655 1.537 0.222 -0.053
H 0.402 0.145 -5.478 0.275 -0.298 -0.092 0.034
H 1.606 -0.999 -4.691 -0.493 0.630 0.081 0.047
H 0.991 0.551 -3.911 0.640 0.194 0.216 0.014
H -1.955 1.070 -3.189 0.612 -0.115 -0.331 0.012
H -3.000 -0.159 -2.802 0.730 -0.600 -0.944 0.051
H -2.668 0.253 -4.537 -0.163 -0.195 -0.034 0.019
H -0.807 -2.420 -5.807 -0.446 0.164 0.147 0.035
H -1.889 -3.177 -4.583 -0.840 -0.219 -0.098 0.013
H -0.163 -3.381 -4.507 -0.874 1.004 -0.117 0.059
H 2.301 -1.950 -1.634 -0.631 -0.518 0.595 0.127
H 3.336 -4.112 -1.148 -0.304 -0.021 0.112 0.105
H 1.969 -6.221 -1.155 0.237 0.161 -0.056 0.097
H -0.403 -6.113 -1.876 0.486 0.665 0.843 0.120
H -1.451 -4.050 -2.092 -0.244 0.604 -0.251 0.107
```
Forces are in eV/Å.


Record 4
ORCA calculation (wB97M-V/def2-TZVPD) on C5H13N in the gas phase.

Properties
- spin multiplicity = 1
- SMILES = CC[C@H](C)NC
- calculated total energy (eV) = -6883.68454
- max |F| (eV Å⁻¹) = 4.66
- E_LUMO (eV) = 1.104
- energy above the lowest of the compared OMol25 structures with the same formula, charge and spin (eV) = 2.513

XYZ file:
```
19
Properties=species:S:1:pos:R:3:forces:R:3:lowdin_charge:R:1
C 0.153 1.128 1.979 0.330 2.029 0.328 -0.127
C 0.498 0.520 0.679 2.859 -1.664 -2.131 -0.310
C -0.615 -0.033 -0.172 -2.250 1.762 3.065 -0.496
C -1.091 -1.349 0.548 -0.753 -0.838 -4.524 -0.066
N -0.350 -0.180 -1.564 -1.907 -1.771 -1.331 -0.141
C 0.875 0.147 -2.243 2.133 -0.767 1.747 -0.158
H -0.295 0.430 2.609 -0.490 -1.339 1.372 0.034
H 1.070 1.546 2.482 -1.046 -0.313 -0.435 0.098
H -0.642 1.909 1.899 0.805 -0.174 -0.204 0.092
H 1.187 -0.423 0.813 -0.430 2.007 -0.013 0.145
H 0.983 1.268 0.003 0.223 -0.527 0.877 0.103
H -1.392 0.845 0.104 0.565 -1.881 -1.350 0.156
H -2.185 -1.680 0.033 2.904 0.690 2.089 0.139
H -0.969 -1.235 1.605 -0.810 -0.162 0.542 0.036
H -0.294 -2.110 0.196 -1.356 0.754 0.649 0.091
H -0.528 -1.161 -1.886 -0.322 1.376 0.833 0.116
H 1.643 -0.568 -1.712 -0.177 1.834 -1.150 0.096
H 0.761 -0.333 -3.248 0.339 1.412 0.460 0.083
H 1.191 1.279 -2.125 -0.617 -2.426 -0.825 0.109
```
Forces are in eV/Å.